{
  "formula": "C66H38F3IN3O14PS",
  "method": "wB97M-V/def2-TZVPD",
  "symbols": ["C", "C", "H", "O", "H", "C", "O", "C", "H", "H", "C", "H", "C", "O", "C", "C", "C", "C", "C", "C", "C", "H", "H", "O", "C", "H", "C", "H", "H", "H", "H", "O", "H", "H", "H", "C", "H", "O", "C", "O", "C", "O", "C", "H", "H", "C", "C", "C", "N", "C", "H", "C", "C", "C", "S", "H", "C", "H", "C", "H", "F", "C", "H", "O", "H", "O", "H", "C", "C", "C", "O", "H", "C", "C", "F", "O", "C", "C", "N", "C", "C", "H", "C", "C", "F", "C", "H", "H", "O", "C", "C", "H", "C", "H", "C", "C", "C", "C", "C", "I", "C", "C", "H", "C", "H", "C", "H", "H", "H", "C", "C", "C", "C", "C", "H", "C", "H", "C", "O", "P", "C", "C", "N", "C", "C", "C", "C"],
  "coordinates": [[-2.981, -2.383, -8.988], [-0.538, 3.018, 2.146], [-4.667, -5.832, -12.330], [-5.099, -4.392, 6.729], [-5.769, -5.256, 8.977], [-4.792, -2.034, 9.432], [1.450, 0.424, -2.751], [4.547, -0.609, 5.075], [-1.484, 3.425, -0.674], [-3.745, -1.826, -9.518], [9.728, 3.334, 4.954], [7.662, -1.118, 6.314], [-4.484, -2.133, 6.538], [9.265, 0.764, 5.950], [1.561, 2.961, -3.920], [-2.306, -1.792, -7.929], [-3.429, -4.323, -10.475], [-2.677, -3.689, -9.364], [0.220, 4.844, -0.443], [2.334, 3.095, -6.592], [8.518, 2.664, 4.790], [5.460, -2.222, 6.166], [1.258, 2.917, -2.882], [-1.201, 0.218, 4.008], [7.030, 0.637, 5.240], [-4.696, -1.036, 11.336], [7.479, 3.269, 4.081], [-1.942, 5.172, -0.472], [3.908, 1.126, 3.990], [1.932, -4.127, -4.327], [-5.488, -2.997, 12.606], [-4.287, -3.704, -11.075], [-3.499, 1.009, 4.515], [-3.713, 1.146, 6.966], [10.534, 2.875, 5.514], [2.032, -3.164, -4.815], [-4.150, -8.158, -12.965], [-4.102, 0.204, 9.249], [-1.791, -7.725, -10.567], [2.812, 0.675, -7.905], [2.213, 1.857, -5.965], [0.162, 0.683, 0.632], [-1.328, -5.777, -9.095], [1.607, -2.053, -3.031], [2.720, -1.822, -7.851], [-4.917, 4.195, 0.365], [-3.598, 5.650, 1.658], [4.734, 0.638, 4.496], [-0.568, 0.750, 4.847], [-1.327, -2.504, -7.240], [2.730, 1.176, 1.785], [-3.860, -6.359, -11.835], [-3.890, 0.203, 6.463], [-3.769, 0.127, 5.083], [-3.317, 4.177, 6.104], [-3.079, 6.655, 1.578], [-1.682, -4.395, -8.687], [6.864, 4.999, 2.957], [-1.738, 3.343, 4.460], [10.844, 5.117, 4.536], [-5.697, 4.251, -0.785], [2.062, 4.259, -5.887], [2.468, -4.012, -6.744], [2.159, 1.843, 2.223], [2.152, 5.221, -6.378], [5.269, 3.108, 3.303], [-2.294, -9.366, -11.853], [-2.529, 4.639, 2.193], [8.873, 5.191, 3.678], [1.973, -0.759, -4.711], [-4.145, 5.336, 0.360], [-0.755, 0.929, 0.379], [1.668, 4.192, -4.552], [-5.531, -4.330, 9.489], [-4.168, 3.032, 0.223], [0.180, 1.773, 4.230], [-4.931, -1.957, 10.815], [1.838, 1.791, -4.622], [-3.564, 4.772, 4.566], [-4.348, -2.210, 5.154], [-4.901, -3.336, 7.300], [-2.546, -0.776, -7.635], [2.302, -0.694, -6.066], [-1.461, 4.020, 1.427], [-5.801, 4.111, 1.410], [-3.120, -5.728, -10.838], [-4.381, 5.796, 2.460], [-6.045, -5.101, 11.423], [-0.429, -6.376, -8.534], [-1.013, -3.800, -7.622], [-3.568, -7.667, -12.194], [1.447, 5.100, -4.005], [1.850, -1.998, -4.086], [2.635, 3.153, -7.632], [8.346, 1.310, 5.371], [6.843, -0.623, 5.805], [2.338, -3.099, -6.172], [-4.243, -0.927, 7.196], [5.605, -1.243, 5.722], [1.457, 5.923, 0.959], [-2.527, -8.347, -11.566], [7.664, 4.530, 3.518], [-0.248, -4.347, -7.083], [-5.685, -4.244, 10.865], [-0.807, -2.044, -6.406], [1.734, 0.482, -3.932], [3.577, -1.089, 5.022], [-3.889, -1.143, 3.352], [9.014, 6.173, 3.242], [-2.631, 4.288, 3.668], [2.478, -1.867, -6.795], [9.903, 4.596, 4.403], [-1.266, 4.367, -0.083], [5.976, 1.262, 4.571], [-0.986, -8.261, -10.078], [2.472, 0.618, -6.738], [-4.524, -3.148, 4.640], [-4.355, -0.836, 8.672], [0.601, 4.542, -1.543], [0.838, 2.126, 1.219], [-3.991, -1.082, 4.429], [-5.079, -3.228, 8.769], [-1.985, 3.176, 5.791], [-5.376, -3.060, 11.529], [-2.093, -6.418, -10.193], [6.170, 2.587, 3.933], [-0.674, 2.705, 3.578]]
}

{
  "formula": "C6H19O2PSTl",
  "method": "wB97M-V/def2-TZVPD",
  "symbols": ["O", "H", "P", "Tl", "H", "H", "C", "H", "H", "H", "H", "H", "C", "H", "H", "C", "H", "H", "H", "C", "C", "H", "H", "S", "H", "O", "C", "H", "H", "H"],
  "coordinates": [[-2.556, -2.378, 1.019], [2.471, 3.965, -1.414], [1.140, 2.028, -1.269], [-1.386, -0.984, -0.539], [0.998, 3.389, -3.195], [-1.694, -3.991, 4.005], [-0.341, -3.799, 1.450], [-2.861, -4.396, 2.734], [2.937, 2.136, -2.807], [1.246, 4.164, -0.113], [0.710, -0.836, -1.357], [-0.196, 1.982, -3.250], [-0.417, 1.795, 1.704], [-2.881, 0.586, -0.024], [-3.164, -2.899, 3.826], [-2.425, -3.569, 3.332], [-2.355, 1.092, -0.404], [2.730, 3.154, 0.173], [2.140, 0.549, -2.863], [0.215, 2.805, -2.646], [1.979, 3.483, -0.556], [1.121, -1.135, -0.794], [0.463, -4.005, 2.150], [-1.511, -2.647, 2.144], [0.017, -3.355, 0.500], [-0.554, 1.881, 2.828], [2.537, 1.316, -2.208], [3.264, 0.889, -1.516], [-0.601, 3.415, -2.225], [-1.027, -4.637, 1.318]],
  "total_charge": 1
}

{
  "formula": "C41H66N9OPb",
  "method": "wB97M-V/def2-TZVPD",
  "symbols": ["C", "N", "C", "C", "C", "H", "C", "H", "C", "H", "H", "H", "H", "H", "H", "C", "O", "H", "H", "H", "H", "C", "H", "C", "H", "H", "H", "C", "H", "C", "N", "C", "C", "H", "H", "C", "H", "H", "H", "C", "H", "Pb", "H", "H", "N", "H", "C", "H", "H", "C", "H", "C", "H", "N", "C", "C", "C", "H", "N", "H", "C", "H", "C", "H", "H", "H", "H", "C", "H", "H", "H", "H", "H", "H", "H", "H", "C", "C", "H", "C", "C", "H", "C", "C", "H", "H", "H", "C", "H", "C", "H", "C", "H", "C", "C", "H", "N", "H", "N", "C", "H", "C", "N", "C", "H", "H", "H", "H", "C", "H", "C", "C", "H", "H", "H", "H", "H", "N"],
  "coordinates": [[-2.782, 0.317, -6.560], [0.305, 3.312, 1.161], [1.251, 4.644, 2.597], [-4.110, 2.530, 3.888], [3.996, -4.069, 2.276], [-1.276, -0.839, 1.524], [0.091, -6.156, -1.991], [0.076, -4.061, -2.522], [-1.213, -1.221, 0.505], [-4.798, 5.548, -1.865], [-6.927, 6.430, -0.138], [-7.412, 1.813, 4.045], [-0.588, -0.651, 5.372], [5.991, -1.758, -2.207], [0.947, -1.491, -2.080], [-5.304, 3.633, -1.197], [0.162, 1.782, -1.584], [-1.243, -1.501, -2.210], [-5.439, 0.934, 3.045], [6.283, -2.762, 0.060], [2.962, -4.574, 0.515], [1.372, -0.064, -0.560], [-3.926, 3.564, 3.597], [-0.674, 3.613, 2.116], [-3.255, 0.266, 0.026], [-6.484, 2.550, 5.215], [2.300, 3.624, 0.927], [-0.137, -0.563, 4.383], [-2.978, 2.111, -9.475], [-6.600, 2.535, 4.131], [0.072, 0.669, -0.646], [2.057, -5.063, -2.380], [-6.974, 3.949, 3.982], [3.492, 0.351, -0.178], [4.588, -6.500, 0.222], [5.777, -1.309, -1.237], [-3.478, -0.177, -5.881], [2.270, 0.208, 4.878], [-4.723, 2.966, -1.817], [-3.466, 0.921, -7.806], [2.302, 1.036, 1.027], [0.443, 2.927, -3.964], [-4.411, 1.411, -7.572], [-7.588, 4.218, 1.214], [9.745, -1.926, 1.389], [1.237, -0.777, 1.565], [-6.847, 4.333, 0.437], [-6.126, 2.289, 0.184], [0.636, 0.887, 3.004], [1.736, -0.785, -1.822], [3.492, -3.134, 2.472], [-6.514, 5.439, -0.261], [-1.699, 0.091, -2.729], [-6.115, 3.249, -0.127], [0.059, -2.077, 0.286], [-2.562, 1.947, -8.481], [-1.812, -0.621, -1.911], [-1.573, 1.512, -8.628], [3.753, -4.753, 1.117], [6.670, -6.082, 1.980], [-1.260, -0.051, -0.573], [-1.004, -0.805, 3.768], [-5.330, 1.981, 3.329], [1.802, -0.068, -2.640], [2.616, -1.428, -1.808], [-2.026, -0.441, -6.765], [-0.310, 1.715, 4.231], [1.791, 1.785, 5.963], [5.874, -0.232, -1.376], [2.633, 1.837, -0.470], [-1.627, 3.111, 2.037], [4.720, -1.494, -1.045], [-4.091, 2.603, 4.975], [0.634, -1.286, 4.116], [2.490, 1.751, 4.045], [1.197, -8.018, -1.719], [1.421, 3.979, 1.444], [-0.108, 4.567, 3.001], [8.575, -0.781, -1.211], [9.095, -1.851, 0.445], [5.211, -4.539, 2.758], [-5.450, 2.387, 2.324], [0.394, 0.899, 4.066], [-2.367, 0.892, -0.058], [-0.020, -2.570, -0.684], [6.526, -1.253, 0.772], [2.119, -1.688, 0.474], [-2.234, 1.334, -5.606], [-2.164, 1.524, 0.807], [0.672, -4.942, -2.337], [8.312, -2.519, -1.328], [1.788, 1.152, 4.624], [-2.866, -0.900, -1.926], [5.724, -5.576, 1.853], [8.182, -1.650, -0.684], [-2.051, -1.892, 0.318], [1.153, -7.024, -1.893], [2.067, 5.155, 3.086], [-1.951, 2.122, -4.830], [6.716, -1.786, -0.160], [2.779, -4.317, -2.678], [4.710, -5.769, 1.008], [1.742, 2.336, 6.993], [2.535, 0.849, -0.021], [-2.641, 1.522, -0.904], [3.257, -6.959, -2.112], [-3.324, 1.994, 3.356], [-3.823, 0.183, -8.524], [2.325, -6.415, -2.156], [-0.932, -6.389, -1.731], [-5.436, 4.991, -1.195], [1.192, -1.117, 0.531], [-0.012, -2.872, 1.028], [5.789, -4.315, 3.643], [-2.496, 2.909, -7.973], [0.307, 2.728, 0.337], [-0.521, 4.947, 3.924], [-7.340, 4.998, 3.840]],
  "total_charge": 1
}

no.,maximum force (eV Å⁻¹),calculated total energy (eV)
1,4.19,-138568.1532
2,2.45,-35432.7387
3,4.45,-64278.2893